[1]
Entry from the Open Molecules 2025 dataset: a 10-piece molecular cluster, C20H48F36N4O3P6 overall in a non-equilibrium geometry (ωB97M-V/def2-TZVPD).

XYZ file:
```
117
Properties=species:S:1:pos:R:3:forces:R:3:mulliken_charge:R:1
C -1.9836 -2.6393 4.0286 -0.76 -0.26 -0.80 -0.9473
C -2.2927 -1.2963 3.4098 3.28 1.78 2.24 0.5542
O -1.4642 -0.3947 3.4260 -3.70 -2.03 -1.12 -0.4166
N -3.7591 -1.0527 2.8436 0.43 1.53 0.00 -0.1710
H -4.5588 -1.6264 3.0705 0.27 -1.57 0.45 0.3841
H -4.1415 -0.1913 3.2068 0.61 1.07 0.60 0.3780
C -3.7343 -0.8997 1.3647 0.58 -0.46 -0.68 -0.8389
H -2.1835 -3.3494 3.2262 -0.30 -0.57 0.31 0.3253
H -2.5813 -2.8358 4.9187 -0.52 -0.04 -0.29 0.3374
H -0.9572 -2.8042 4.3564 0.08 0.83 -0.39 0.3264
H -3.5368 -1.9224 1.0436 -0.26 0.30 -0.79 0.3782
H -2.9266 -0.2354 1.0574 0.05 -0.14 0.29 0.3223
H -4.6608 -0.4635 0.9912 -0.11 -0.44 0.18 0.3685
C 0.6636 6.5588 5.9516 0.45 -1.37 -0.08 -1.0009
C 0.2845 7.6393 5.0078 -1.21 -1.69 -0.69 0.5143
O -0.1491 7.4984 3.8974 1.13 1.03 1.59 -0.4129
N 0.0884 8.9818 5.7111 -0.80 -0.52 -0.96 -0.1994
H 0.8459 9.1268 6.3632 -0.08 0.17 0.68 0.3762
H 0.1889 9.6361 4.9483 -0.08 0.68 -0.17 0.3549
C -1.3821 9.0384 6.2320 0.98 0.51 -0.62 -0.7431
H 1.0684 6.7503 6.9454 -0.36 0.59 -0.11 0.3450
H 1.3168 5.7890 5.5407 0.45 0.46 -0.60 0.3636
H -0.2137 5.9133 5.9943 -0.54 0.23 0.50 0.3481
H -1.5306 8.2564 6.9767 -0.01 0.24 -0.10 0.3684
H -1.9675 8.8949 5.3238 -0.12 -0.28 0.24 0.3566
H -1.5421 10.0613 6.5729 -0.01 -0.30 0.35 0.3295
C 3.5048 -11.3461 4.7020 1.11 1.24 -1.10 -1.0369
C 2.8380 -10.0903 4.1268 -0.09 3.18 3.65 0.5344
O 2.9748 -8.9520 4.5908 -0.56 -4.01 -2.42 -0.4155
N 1.8967 -10.2981 2.9523 1.98 -1.21 -0.36 -0.1601
H 1.9553 -11.2909 2.7763 -0.36 -0.58 -0.09 0.3815
H 0.9475 -10.1338 3.2559 -0.71 0.78 -0.11 0.3819
C 2.3837 -9.6151 1.6598 -0.82 -0.27 0.87 -0.7541
H 4.0150 -11.7404 3.8231 0.16 -0.60 -0.06 0.3636
H 3.0239 -12.1627 5.2406 -0.81 0.48 -0.28 0.3504
H 4.3063 -10.9454 5.3226 -0.17 -0.07 0.17 0.3242
H 2.5079 -8.5943 2.0213 -0.08 0.14 -1.06 0.3625
H 1.6480 -9.8812 0.9008 -0.31 0.94 0.12 0.3720
H 3.2904 -10.0860 1.2801 0.27 0.09 0.75 0.2963
C 4.1418 2.5322 -3.1396 -0.15 -0.52 0.29 -1.4161
C 4.0871 2.0463 -4.5876 1.40 0.85 0.21 -0.4292
C 4.3450 3.1999 -5.5704 -0.32 -0.84 -0.62 -0.4931
C 4.7189 2.7191 -7.0396 -0.90 1.44 0.44 -0.9636
N 4.5811 3.8827 -8.0555 1.12 1.44 -0.30 0.6816
C 4.8934 3.4022 -9.4409 1.17 0.07 -1.04 -0.9641
C 3.6252 3.0094 -10.1020 -2.03 -0.76 0.22 -0.6818
C 2.6731 4.1646 -9.7112 1.64 -0.14 1.23 -0.6899
C 3.1269 4.3982 -8.2343 -0.20 -0.52 0.24 -0.6156
C 5.5894 5.0582 -7.7131 0.39 -1.34 -0.51 -1.0090
C 7.0780 4.7134 -8.0048 -0.95 -0.64 0.63 -0.0131
C 7.9226 5.9199 -7.7685 0.72 0.64 -0.05 -1.4894
H 4.1557 1.6261 -2.5338 -0.79 0.07 0.29 0.4027
H 3.3253 3.2096 -2.8895 0.03 -0.16 0.25 0.3595
H 5.0959 2.9509 -2.8194 0.11 0.55 -0.59 0.3743
H 3.1430 1.5375 -4.7820 0.35 -0.32 -0.12 0.3892
H 5.0000 1.4515 -4.6185 -0.45 -0.96 -0.53 0.3040
H 5.1304 3.7861 -5.0934 0.23 0.14 -0.50 0.3266
H 3.4332 3.7966 -5.5412 0.04 0.29 -0.49 0.4151
H 4.0536 1.9746 -7.4768 -0.20 -0.17 0.55 0.4333
H 5.7303 2.3248 -7.1389 0.03 0.24 0.20 0.4460
H 5.2253 4.2003 -10.1050 0.34 0.73 0.70 0.4800
H 5.7423 2.7185 -9.4486 -0.40 -0.39 0.28 0.3373
H 3.6752 2.9123 -11.1865 0.34 -0.11 0.14 0.4071
H 3.2034 2.0907 -9.6942 0.10 -0.25 -0.12 0.3035
H 2.9426 5.0099 -10.3444 -0.58 0.20 0.08 0.3148
H 1.6136 3.9137 -9.6599 0.14 0.17 -0.56 0.3785
H 3.0516 5.4237 -7.8726 0.04 -0.20 0.04 0.3660
H 2.5327 3.7215 -7.6201 -0.08 0.35 0.18 0.3913
H 5.5635 5.3035 -6.6514 -0.63 -0.12 -0.12 0.4176
H 5.2745 5.9169 -8.3060 -0.10 -0.11 -0.02 0.5797
H 7.2846 4.3169 -8.9989 -0.31 0.19 -0.09 0.2982
H 7.4504 3.9606 -7.3100 -0.37 -0.32 0.09 0.2412
H 7.9047 6.3386 -6.7622 -0.47 -0.13 0.11 0.3498
H 7.6387 6.7058 -8.4684 0.41 0.15 -0.03 0.3707
H 8.9570 5.5970 -7.8861 0.11 0.41 -0.40 0.3971
P -6.4303 4.2580 6.4795 -0.99 -1.63 -0.68 1.1502
F -5.5994 5.0514 7.6126 -0.18 -0.52 0.38 -0.3447
F -7.3959 5.5782 6.2835 0.89 -0.42 0.01 -0.3584
F -5.2915 4.7933 5.3995 -0.55 -0.29 0.48 -0.3778
F -7.2127 3.5388 5.2540 0.33 0.29 -0.08 -0.3426
F -5.6222 2.8064 6.7454 0.70 1.57 -0.49 -0.3811
F -7.5158 3.6052 7.5022 0.11 1.16 0.37 -0.3461
P -4.0565 -10.4490 6.1879 1.83 -0.05 -0.44 1.1608
F -4.6200 -10.9335 7.6324 0.16 0.02 -0.70 -0.3470
F -2.5389 -10.9546 6.5849 -0.32 0.43 0.25 -0.3709
F -4.2727 -11.9722 5.5294 -0.25 1.03 0.57 -0.3730
F -3.4330 -9.9444 4.7238 -0.05 -0.17 0.75 -0.3869
F -5.4684 -9.9831 5.6936 -0.89 0.06 0.13 -0.3144
F -3.7390 -8.9335 6.8402 -0.15 -1.41 -0.64 -0.3689
P -10.8824 -2.8798 2.7106 -0.37 -0.56 0.08 1.1443
F -11.1588 -4.4991 2.9221 0.36 0.86 -0.24 -0.3620
F -9.2980 -2.9938 3.1401 -0.21 0.13 0.65 -0.3754
F -10.3082 -3.1697 1.2473 -0.97 -0.02 -1.08 -0.3302
F -10.7642 -1.2658 2.4526 0.10 -0.76 0.59 -0.3458
F -12.4942 -2.7425 2.1676 1.76 -0.24 0.86 -0.3895
F -11.2162 -2.7030 4.2960 -0.61 0.60 -0.87 -0.3414
P 3.7864 -0.8546 9.0276 -0.37 -1.60 1.97 1.1356
F 3.8945 -0.4162 7.4820 -0.76 0.40 0.13 -0.3433
F 3.8036 0.6695 9.5623 0.75 0.18 -0.24 -0.3507
F 2.1491 -0.7247 9.1608 0.59 -0.59 -1.31 -0.3579
F 3.7688 -1.4679 10.5564 -0.03 0.83 0.29 -0.3725
F 3.7596 -2.4191 8.5725 -0.80 0.16 -0.81 -0.3599
F 5.3905 -0.9696 9.0854 0.68 0.69 -0.10 -0.3515
P -1.7616 -6.0369 -3.8008 -0.32 -0.07 -2.13 1.1361
F -3.1376 -6.2968 -4.5650 -2.85 -0.63 2.14 -0.3344
F -2.3279 -6.3743 -2.2919 0.40 0.62 -1.07 -0.3511
F -1.3400 -7.5714 -3.9820 0.04 -1.21 0.80 -0.3533
F -0.2482 -5.7391 -3.2932 -0.39 0.38 0.15 -0.3524
F -1.3658 -5.9135 -5.4091 2.84 1.70 -0.07 -0.3937
F -2.1396 -4.4497 -3.6656 0.50 -0.83 0.23 -0.3514
P -4.7164 3.8874 -5.1472 -0.95 -0.49 -1.94 1.1370
F -4.8394 3.8248 -3.5295 0.51 0.16 -0.58 -0.3418
F -5.7270 2.5754 -5.2820 0.79 0.96 0.66 -0.3564
F -5.9383 4.9365 -5.1986 -0.54 -0.51 -0.15 -0.3426
F -4.6441 3.8073 -6.8258 -0.19 0.63 0.67 -0.3938
F -3.7551 5.1959 -5.1964 0.42 0.18 0.58 -0.3633
F -3.3861 2.9989 -5.1511 0.17 -0.81 0.69 -0.3392
```
Forces are in eV/Å.

* total charge: -2
* lowest unoccupied orbital energy: -0.40 eV

=====

[2]
Entry from the Open Molecules 2025 dataset: a 5-piece molecular cluster, C20H48F6N4O3P overall in a non-equilibrium geometry (ωB97M-V/def2-TZVPD).

XYZ file:
```
82
Properties=species:S:1:pos:R:3:forces:R:3:mulliken_charge:R:1
C 5.6353 -10.2052 -12.0781 -0.75 -1.17 0.24 -1.0225
C 4.3645 -9.9169 -12.8370 1.50 0.41 0.23 0.7594
O 4.3189 -9.2567 -13.8102 -0.77 -0.14 -0.02 -0.3719
N 3.0765 -10.5664 -12.3066 -0.90 0.56 -0.50 0.1580
H 3.0909 -11.5841 -12.2615 0.53 -0.06 -0.01 0.4315
H 2.9575 -10.2374 -11.3424 -0.08 0.06 0.14 -0.1669
C 1.8542 -10.1980 -13.1498 0.81 -0.16 0.17 -0.7888
H 6.4418 -9.5877 -12.4557 -0.03 -0.07 -0.08 0.3579
H 5.8008 -11.2738 -12.2707 0.49 0.08 -0.34 0.3593
H 5.5878 -10.2028 -10.9884 -0.39 0.58 -0.02 0.2142
H 0.9876 -10.4463 -12.5462 -0.09 0.11 -0.15 0.2942
H 1.9189 -10.7798 -14.0655 -0.16 -0.06 0.06 0.4105
H 1.9361 -9.1503 -13.4225 -0.16 0.02 0.24 0.3587
C -0.7601 -10.1511 -6.1362 -1.33 1.25 0.43 -0.7320
C -0.1564 -10.8906 -4.9624 0.36 0.68 -2.64 0.2785
O 0.8639 -10.5940 -4.4545 -0.45 -0.73 0.85 -0.3906
N -0.8365 -12.2315 -4.6774 0.41 -0.74 0.75 -0.2328
H -1.2566 -12.6862 -5.4915 -0.53 0.84 -0.26 0.4272
H -0.1103 -12.9294 -4.4840 0.16 0.35 0.86 0.3939
C -1.8599 -12.0895 -3.5364 0.47 -0.52 -0.67 -0.7585
H -1.8343 -10.2446 -6.3173 0.05 -0.97 0.13 0.4475
H -0.2247 -10.2778 -7.0754 0.31 -0.39 0.21 0.0907
H -0.7584 -9.0766 -5.9348 0.76 -0.03 0.23 0.3481
H -1.3307 -11.8922 -2.6090 0.05 0.14 -0.10 0.3455
H -2.3698 -13.0478 -3.4857 -0.24 0.17 0.13 0.3787
H -2.5115 -11.2750 -3.8387 -0.16 -0.08 0.23 0.3302
C 1.4791 -5.0354 -9.5882 -0.57 0.81 0.22 -0.8657
C 0.4167 -5.4964 -10.5330 1.74 0.87 -1.08 0.5808
O 0.4122 -5.2888 -11.7050 -0.66 -0.45 0.82 -0.4037
N -0.6872 -6.3356 -9.9292 -0.80 -1.08 -1.04 0.0541
H -0.2644 -7.0862 -9.3549 0.06 0.47 0.15 0.2924
H -1.3450 -5.7795 -9.3838 0.28 0.15 0.31 0.4327
C -1.4878 -7.0177 -11.0395 -0.03 0.23 0.72 -0.8064
H 1.9914 -5.8517 -9.0868 -0.15 -0.01 0.20 0.0708
H 0.9977 -4.3395 -8.8912 0.04 -0.40 0.47 0.4122
H 2.1908 -4.3850 -10.0921 0.01 -0.39 -0.41 0.3283
H -2.1397 -6.2655 -11.4720 0.23 -0.08 -0.37 0.3868
H -2.1054 -7.7948 -10.5943 0.12 0.02 0.12 0.3511
H -0.7632 -7.4408 -11.7249 -0.21 0.12 -0.21 0.3059
C 4.3518 -10.1224 -4.7599 -0.45 0.16 -0.74 -1.1533
C 5.2127 -10.0358 -6.0277 0.59 -0.07 0.44 -0.4399
C 5.7018 -11.4370 -6.4598 -0.81 0.27 -0.36 -0.3063
C 4.6194 -12.1697 -7.2739 0.37 0.83 0.49 -0.0598
N 4.8280 -13.6609 -7.4923 -1.04 0.17 -0.05 0.6353
C 5.3410 -14.3624 -6.2482 0.14 -1.05 -0.04 -0.7854
C 6.8720 -14.4281 -6.3261 -0.19 0.49 -0.40 -0.7080
C 7.1504 -14.0345 -7.7763 1.60 0.57 -1.33 -0.7011
C 5.8616 -13.9165 -8.5667 -0.22 -0.30 0.48 -0.4010
C 3.4375 -14.2335 -7.8357 1.24 -0.46 0.32 -0.7267
C 3.4444 -15.7105 -8.2686 -1.45 -0.08 -1.69 -0.4774
C 2.0390 -16.3356 -8.0754 0.05 0.34 1.71 -1.4893
H 4.9939 -10.4900 -3.9613 -0.21 0.03 0.19 0.4113
H 3.4887 -10.7820 -4.8815 0.10 -0.25 0.02 0.0721
H 3.9006 -9.1714 -4.4796 0.32 0.12 0.06 0.4355
H 6.1014 -9.4770 -5.7258 0.11 -0.06 -0.11 0.4493
H 4.8416 -9.4616 -6.8778 -0.56 -0.15 0.13 0.1327
H 5.8109 -12.0035 -5.5349 0.75 0.03 -0.11 0.2690
H 6.6082 -11.2861 -7.0431 0.21 -0.49 0.25 0.1677
H 4.4762 -11.6902 -8.2408 0.10 -0.27 -0.15 -0.2112
H 3.6904 -11.9906 -6.7292 -0.13 -0.56 -0.01 0.1026
H 5.0428 -15.4095 -6.2988 -0.49 0.22 -0.21 0.5254
H 4.8461 -13.9593 -5.3676 0.29 0.34 -0.01 0.3431
H 7.2360 -15.4430 -6.1883 -0.21 0.00 0.36 0.3912
H 7.3629 -13.7768 -5.6070 0.05 0.03 -0.11 0.3109
H 7.8585 -14.6794 -8.3023 -0.29 -0.49 0.25 0.4912
H 7.6854 -13.0908 -7.9099 -0.20 0.18 0.66 0.3299
H 5.5510 -14.8066 -9.1107 0.21 -0.13 0.22 0.5303
H 5.9068 -13.1015 -9.2862 -0.28 0.14 0.17 0.1018
H 3.0584 -13.6100 -8.6424 -0.21 0.05 0.11 0.4180
H 2.8855 -14.0602 -6.9129 -0.28 -0.10 -0.12 0.4431
H 4.1884 -16.3874 -7.8575 0.12 0.34 0.29 0.4713
H 3.5667 -15.7048 -9.3550 0.55 -0.11 0.02 0.4143
H 1.2069 -15.8580 -8.5917 0.30 0.26 -0.24 0.3240
H 1.8572 -16.2122 -7.0000 -0.43 -0.11 -0.01 0.3460
H 1.9327 -17.4074 -8.2288 0.54 0.03 -0.39 0.3909
P 2.2185 -8.9940 -8.9805 -0.49 -0.45 -0.09 1.6627
F 3.4959 -9.8936 -9.4191 0.33 0.11 -0.11 -0.4998
F 2.1030 -9.8309 -7.6189 -0.20 -0.23 -0.06 -0.3295
F 3.1058 -7.8944 -8.2300 -0.42 -0.36 -0.59 -0.4891
F 0.8111 -8.2339 -8.6248 0.10 0.59 0.38 -0.5806
F 2.3193 -8.1882 -10.3830 0.05 0.21 0.13 -0.3846
F 1.2455 -10.0835 -9.7747 0.53 -0.19 0.21 -0.4858
```
Forces are in eV/Å.

* total charge: +3
* lowest unoccupied orbital energy: -7.57 eV